[1]
The following is a quantum chemistry calculation of a 2-piece molecular cluster, C4H5FO2 overall, from OMol25.

CARTESIAN COORDINATES (ANGSTROEM)
1 C -1.21575 -0.36591 -0.61378
2 H -1.92644 -0.53655 -1.53663
3 H -1.56831 -1.20415 0.01823
4 O 2.68996 0.39095 2.16672
5 C 0.30033 0.54525 1.46244
6 C 1.45103 0.36025 1.97548
7 C 0.29734 -0.48946 -0.93995
8 H 0.88875 1.30972 -1.35602
9 F -0.95194 0.50281 1.80271
10 H -1.43291 0.64874 -0.23677
11 O 1.04720 0.41436 -1.56376
12 H 0.42075 -1.57602 -1.17867

Frontier orbital gap (alpha / beta): 6.5724 / 7.9596 eV
Maximum force: 5.7 eV/A
Molecular weight: 104.08 g mol⁻¹
Energy above the lowest of the compared OMol25 structures with the same formula, charge and spin: 600.12 kJ/mol
E_tot: -405.53855 hartree
Net charge: 0

Results of the Löwdin charge analysis, in e, for atoms 1 through 5: -0.112, 0.117, 0.088, 0.010, -0.175

[2]
The following is a quantum chemistry calculation of one molecule with the formula CHN3OS, from OMol25.

CARTESIAN COORDINATES (ANGSTROEM)
1 C -0.97710 0.15647 -0.02840
2 O -0.20902 -0.96672 -0.00332
3 S -2.60524 0.09706 -0.06714
4 N 1.06597 -0.48323 -0.18241
5 N 1.07506 0.84018 -0.06748
6 H 1.77455 -0.91516 0.35581
7 N -0.12423 1.27140 -0.00706

Frontier orbital gap: 8.3621 eV
Maximum force: 1.4 eV/A
Molecular weight: 103.11 g mol⁻¹
Energy above the lowest of the compared OMol25 structures with the same formula, charge and spin: 321.07 kJ/mol
E_tot: -676.29178 hartree
Net charge: 0

Results of the Löwdin charge analysis, in e, for atoms 1 through 5: -0.917, -0.020, 0.690, -0.001, 0.049

Question: What is the maximum force in the second record?
Answer: 1.4 eV/A

Question: What is the net charge in the first record?
Answer: 0

Question: What is the molecular weight in the first record?
Answer: 104.08 g mol⁻¹

Question: Number 1 is which compound?
Answer: C4H5FO2